(1)
H46O23 | ωB97M-V with the def2-TZVPD basis set

Last column: natural (NBO) charge in e.
Geometry (Å):
1 O -0.359 -3.423 -4.219  -0.9345
2 H -0.786 -4.187 -4.607  0.4759
3 H -1.024 -3.041 -3.646  0.4799
4 O 5.644 2.170 0.044  -0.9779
5 H 4.861 2.482 -0.411  0.5005
6 H 6.342 2.753 -0.255  0.4698
7 O -2.175 3.782 -2.253  -0.9605
8 H -2.860 3.800 -1.585  0.4758
9 H -2.427 4.466 -2.873  0.4920
10 O 0.536 -4.718 -0.575  -0.9611
11 H 0.354 -4.026 0.061  0.4966
12 H -0.217 -5.305 -0.514  0.4621
13 O -1.478 2.297 2.514  -0.9629
14 H -0.725 1.778 2.795  0.4807
15 H -1.242 2.609 1.641  0.4676
16 O -3.626 0.584 -0.148  -0.9463
17 H -3.622 1.531 -0.005  0.4910
18 H -4.439 0.284 0.258  0.4838
19 O 1.509 1.432 2.766  -0.9941
20 H 2.464 1.388 2.712  0.5134
21 H 1.221 1.521 1.857  0.4877
22 O 0.753 0.087 -0.269  -0.9987
23 H 1.065 -0.717 0.145  0.5095
24 H -0.119 -0.134 -0.596  0.4860
25 O 4.328 2.155 2.533  -0.9801
26 H 4.515 3.084 2.671  0.4751
27 H 4.797 1.932 1.730  0.5009
28 O -2.061 1.694 -4.549  -0.9319
29 H -2.908 2.139 -4.515  0.4588
30 H -1.565 2.066 -3.820  0.4733
31 O -0.457 2.768 -0.060  -0.9823
32 H -0.276 1.857 -0.292  0.5061
33 H -1.024 3.086 -0.763  0.4921
34 O -3.782 -3.201 -0.956  -0.9694
35 H -4.035 -3.760 -0.221  0.4906
36 H -3.383 -3.800 -1.587  0.4938
37 O 1.178 -1.397 3.761  -0.9834
38 H 0.290 -1.622 3.482  0.4961
39 H 1.317 -0.511 3.429  0.4875
40 O -3.646 -2.575 2.032  -0.9400
41 H -4.587 -2.560 2.204  0.4758
42 H -3.574 -2.481 1.082  0.4666
43 O 4.008 3.628 -1.430  -0.9475
44 H 3.102 3.936 -1.409  0.4920
45 H 4.532 4.428 -1.475  0.4779
46 O 4.695 -2.746 -1.113  -0.9475
47 H 4.110 -2.518 -1.836  0.4819
48 H 5.181 -1.941 -0.935  0.4657
49 O 2.072 -3.917 -3.268  -0.9871
50 H 1.710 -4.207 -2.430  0.4795
51 H 1.305 -3.713 -3.803  0.4843
52 O 0.758 4.852 1.166  -0.9548
53 H 0.314 5.480 0.596  0.4520
54 H 0.452 3.996 0.864  0.4864
55 O -1.066 -1.109 2.316  -0.9794
56 H -1.081 -0.983 1.367  0.4907
57 H -1.890 -1.556 2.511  0.4867
58 O 0.398 1.789 5.343  -0.9500
59 H 1.106 2.261 5.782  0.4596
60 H 0.817 1.376 4.588  0.4827
61 O 1.288 -2.644 1.382  -1.0024
62 H 1.519 -2.491 2.298  0.5080
63 H 2.083 -3.007 0.992  0.4788
64 O -4.397 -1.210 -3.306  -0.9374
65 H -4.376 -1.630 -2.446  0.4698
66 H -5.003 -0.477 -3.201  0.4662
67 O -1.751 -1.252 -0.489  -1.0050
68 H -2.427 -0.601 -0.303  0.4959
69 H -2.235 -2.031 -0.762  0.4868

Relative energy (zero: lowest compared OMol25 entry of this formula, charge and spin) in eV: 3.1227
E_LUMO in eV: -0.869
2S+1: 1
Charge: 0

---

(2)
H4I2Si2 | ωB97M-V with the def2-TZVPD basis set

Last column: natural (NBO) charge in e.
Geometry (Å):
1 Si 1.499 -0.209 0.634  0.6228
2 Si -1.845 0.373 -1.793  0.6132
3 I -0.208 -1.896 0.129  -0.1589
4 I -2.420 2.027 0.142  -0.3777
5 H 1.581 0.759 -0.424  -0.1285
6 H 2.912 -0.682 0.430  -0.1495
7 H 1.405 0.007 2.194  -0.0949
8 H -2.923 -0.380 -1.313  -0.3265

Relative energy (zero: lowest compared OMol25 entry of this formula, charge and spin) in eV: 1.9050
E_LUMO in eV: -0.984
2S+1: 1
Charge: 0

---

(3)
H4N2O | ωB97M-V with the def2-TZVPD basis set

Last column: natural (NBO) charge in e.
Geometry (Å):
1 N -0.594 0.945 0.203  -0.0637
2 N 0.477 -0.569 0.178  -0.8629
3 O -0.392 1.359 -0.994  -0.5402
4 H 0.762 -0.310 -0.803  0.4210
5 H -1.503 0.422 0.255  0.2655
6 H 1.196 -0.367 0.861  0.3958
7 H 0.053 -1.481 0.300  0.3846

Relative energy (zero: lowest compared OMol25 entry of this formula, charge and spin) in eV: 1.9050
E_LUMO in eV: 0.766
2S+1: 1
Charge: 0

---

(4)
H4N2O | ωB97M-V with the def2-TZVPD basis set

Last column: natural (NBO) charge in e.
Geometry (Å):
1 N -1.312 -0.229 -0.035  -0.3788
2 N 1.438 0.011 -0.050  -0.6906
3 O -0.423 0.680 -0.074  -0.3036
4 H -1.708 -0.612 -0.903  0.3503
5 H -1.137 -0.772 0.798  0.3499
6 H 1.711 0.692 -0.724  0.3349
7 H 1.431 0.230 0.988  0.3378

Relative energy (zero: lowest compared OMol25 entry of this formula, charge and spin) in eV: 3.0301
E_LUMO (spin up / spin down) in eV: 0.714 / 0.533
2S+1: 1
Charge: 0

---

(5)
H4N2O2S3 | ωB97M-V with the def2-TZVPD basis set

Last column: natural (NBO) charge in e.
Geometry (Å):
1 N 0.873 -1.540 -1.095  -1.0443
2 N -0.047 0.611 0.048  -0.9849
3 O -2.415 1.851 0.375  -0.9001
4 O -2.302 1.915 2.950  -0.9229
5 S -0.527 -0.593 -0.939  0.6199
6 S -0.178 0.534 1.756  0.1724
7 S -2.274 1.031 1.813  1.3932
8 H 0.841 -2.514 -0.696  0.3933
9 H 1.374 -1.463 -2.040  0.3887
10 H -1.850 2.605 0.182  0.4936
11 H 0.316 1.516 -0.173  0.3912

Relative energy (zero: lowest compared OMol25 entry of this formula, charge and spin) in eV: 0.5573
E_LUMO in eV: 0.284
2S+1: 1
Charge: 0

---

(6)
H4N3O | ωB97M-V with the def2-TZVPD basis set

Last column: natural (NBO) charge in e.
Geometry (Å):
1 N -0.819 -0.704 -0.222  -0.6540
2 N -0.874 0.646 -0.202  -0.5685
3 N 1.564 0.749 -0.117  -0.3410
4 O 1.627 -0.586 -0.208  -0.6391
5 H -0.785 -0.837 0.837  0.3173
6 H 0.182 -1.036 -0.617  0.3682
7 H -1.093 0.964 -1.092  0.2745
8 H 1.257 0.884 0.890  0.2426

Relative energy (zero: lowest compared OMol25 entry of this formula, charge and spin) in eV: 3.3433
E_LUMO (spin up / spin down) in eV: 5.429 / 5.426
2S+1: 1
Charge: -1

---

(7)
H4N3O | ωB97M-V with the def2-TZVPD basis set

Last column: natural (NBO) charge in e.
Geometry (Å):
1 N -1.083 -0.630 -0.243  -0.5414
2 N -0.997 0.704 -0.247  -0.4350
3 N 1.682 0.621 -0.135  -0.6253
4 O 1.572 -0.804 -0.091  -0.6545
5 H 0.603 -1.114 -0.148  0.4180
6 H -0.874 -0.994 -1.213  0.2641
7 H -0.438 1.117 -1.067  0.3149
8 H 1.730 1.078 0.759  0.2591

Relative energy (zero: lowest compared OMol25 entry of this formula, charge and spin) in eV: 3.6453
E_LUMO (spin up / spin down) in eV: 5.240 / 5.188
2S+1: 1
Charge: -1

---

Calculated total energy in hartree, matching the order above: -1758.10660; -1176.73195; -187.00930; -186.96796; -1456.88735; -241.74531; -241.73421
F_max in eV Å⁻¹, matching the order above: 1.36; 2.32; 2.57; 2.82; 2.41; 2.49; 3.00